No. 1
{
  "formula": "C2H3BrO",
  "method": "ωB97M-V with the def2-TZVPD basis set",
  "multiplicity": 1,
  "smiles": "C=C=O.Br",
  "homo_lumo_gap_ev": 10.107,
  "e_homo_ev": -9.44,
  "lumo_ha": 0.0244,
  "relative_energy_ev": 1.248,
  "elements": ["C", "C", "O", "H", "H", "Br", "H"],
  "positions_angstrom": [[1.143514, 0.579902, -0.106164], [0.720716, -0.597685, -0.037237], [0.295391, -1.671868, -0.024098], [1.154465, 0.936468, -1.188365], [1.437244, 1.263488, 0.586130], [-2.389900, 0.466551, 0.300367], [-2.361427, -0.976856, 0.469365]],
  "forces_ev_per_angstrom": [[0.7, 2.4, -4.2], [-0.9, -2.6, 0.7], [-0.2, -0.7, 0.0], [0.0, -0.4, 1.5], [0.7, 1.3, 2.1], [-0.2, -0.8, 0.1], [0.0, 0.8, -0.1]]
}

---

No. 2
{
  "formula": "C14H16N5S3ScSe",
  "method": "ωB97M-V with the def2-TZVPD basis set",
  "multiplicity": 1,
  "homo_lumo_gap_ev": 7.697,
  "e_homo_ev": -15.21,
  "lumo_ha": -0.2763,
  "total_charge": 2,
  "elements": ["Sc", "C", "C", "S", "C", "C", "S", "C", "C", "S", "H", "H", "H", "H", "H", "H", "H", "H", "H", "H", "H", "H", "N", "C", "N", "C", "N", "Se", "N", "C", "C", "C", "C", "C", "C", "N", "H", "H", "H", "H"],
  "positions_angstrom": [[-0.487710, -0.621713, 0.185357], [0.710779, -0.098743, 3.615953], [1.307179, -1.484585, 3.435474], [0.581382, -2.442771, 2.050972], [2.069430, -3.053282, 1.188889], [3.016026, -2.018754, 0.599613], [2.200951, -0.757696, -0.452765], [2.754686, 0.845991, 0.239098], [2.442971, 1.100827, 1.702211], [0.661046, 0.961600, 2.128202], [-0.328411, -0.149039, 3.941740], [1.272769, 0.457893, 4.365592], [2.384553, -1.455039, 3.285427], [1.115346, -2.056731, 4.342836], [2.612560, -3.681081, 1.895262], [1.663228, -3.702822, 0.412505], [3.597691, -1.497650, 1.357920], [3.715494, -2.534951, -0.057217], [3.829101, 0.913915, 0.071061], [2.265999, 1.581313, -0.402664], [2.985369, 0.422811, 2.357674], [2.737419, 2.118280, 1.957268], [-2.254975, -1.432524, 0.166054], [-3.212965, -1.843115, -0.455509], [-4.173227, -2.367920, -0.950055], [-5.017108, -2.406837, -1.953242], [-5.747957, -2.460919, -2.842123], [-0.393741, -0.684728, -3.588249], [-0.622624, -0.003923, -1.926421], [-1.232181, 1.187262, -2.069417], [-1.625361, 2.041738, -1.013837], [-2.248608, 3.216780, -1.323614], [-2.497313, 3.597238, -2.672227], [-2.137357, 2.803964, -3.716256], [-1.493094, 1.570077, -3.435875], [-1.106249, 0.681659, -4.338415], [-1.450096, 1.764963, 0.027583], [-2.564712, 3.877369, -0.527187], [-2.993232, 4.539973, -2.856743], [-2.337060, 3.071168, -4.744872]],
  "forces_ev_per_angstrom": [[0.4, -0.2, 0.1], [-0.1, 0.1, -0.3], [-0.1, -0.1, -0.2], [0.0, 0.2, -0.2], [-0.2, 0.1, 0.1], [-0.1, 0.2, -0.2], [-0.1, -0.1, 0.2], [-0.2, -0.3, -0.1], [-0.3, 0.0, 0.0], [0.1, -0.1, -0.1], [0.0, 0.0, 0.1], [-0.1, 0.0, 0.1], [0.0, 0.0, 0.0], [0.1, 0.0, 0.0], [0.0, -0.1, -0.1], [0.1, -0.1, 0.0], [0.0, 0.0, 0.0], [0.1, 0.0, 0.1], [0.0, 0.1, 0.0], [0.1, 0.0, 0.0], [0.0, 0.0, 0.0], [0.1, 0.0, 0.0], [0.5, 0.3, 0.1], [-0.4, -0.4, 0.1], [0.2, 0.1, 0.3], [-0.2, 0.1, -0.4], [0.1, 0.0, 0.1], [0.3, -0.5, 0.4], [0.0, 0.3, 0.2], [0.1, -0.2, -0.2], [-0.1, 0.1, 0.0], [0.2, -0.3, 0.3], [0.0, 0.0, -0.4], [-0.2, 0.3, 0.0], [0.1, -0.4, 0.2], [-0.3, 0.6, -0.4], [-0.1, 0.2, 0.0], [0.0, 0.0, 0.0], [0.0, 0.0, 0.0], [0.0, 0.0, 0.0]]
}

---

No. 3
{
  "formula": "C6H10NS2",
  "method": "ωB97M-V with the def2-TZVPD basis set",
  "multiplicity": 1,
  "smiles": "C[NH2+]CSc1cccs1",
  "homo_lumo_gap_ev": 9.025,
  "e_homo_ev": -12.38,
  "lumo_ha": -0.1232,
  "total_charge": 1,
  "relative_energy_ev": 0.490,
  "elements": ["C", "N", "C", "S", "C", "C", "C", "C", "S", "H", "H", "H", "H", "H", "H", "H", "H", "H", "H"],
  "positions_angstrom": [[2.725431, 1.287200, 0.522992], [1.857663, 0.582614, -0.508292], [1.550987, -0.865422, -0.314270], [0.163883, -1.488763, -1.325278], [-1.270344, -0.832727, -0.541184], [-2.369293, -1.480287, 0.039276], [-3.389744, -0.547508, 0.394255], [-2.993118, 0.773868, 0.382363], [-1.452308, 0.888503, -0.372538], [2.136298, 1.220405, 1.400037], [3.591822, 0.705226, 0.673710], [3.084898, 2.227772, -0.017607], [2.181811, 0.994564, -1.449633], [0.893051, 0.983445, -0.549619], [1.263071, -1.174577, 0.795773], [2.438147, -1.524608, -0.539227], [-2.664572, -2.486621, -0.094815], [-4.168444, -0.900907, 1.002129], [-3.579241, 1.637821, 0.501927]],
  "forces_ev_per_angstrom": [[-0.2, 0.4, -2.4], [-0.7, 1.9, -1.5], [0.1, -2.8, 1.5], [0.2, 0.2, -0.2], [-0.6, -0.1, 1.3], [0.4, 2.0, -2.0], [2.1, 0.7, 1.3], [0.5, -1.8, -1.3], [-0.3, -0.3, -0.3], [-0.3, 1.2, 1.1], [1.0, -0.9, 0.1], [-1.0, -0.8, 1.7], [-0.2, -2.1, 1.1], [0.6, 0.3, 0.8], [0.8, 1.6, -2.0], [-0.8, 1.0, 0.0], [0.5, -1.1, 0.2], [-1.6, -0.2, 0.1], [-0.5, 0.9, 0.6]]
}

---

No. 4
{
  "formula": "C26H78O26",
  "method": "ωB97M-V with the def2-TZVPD basis set",
  "multiplicity": 1,
  "homo_lumo_gap_ev": 8.811,
  "e_homo_ev": -8.74,
  "lumo_ha": 0.0027,
  "relative_energy_ev": 0.000,
  "elements": ["C", "C", "O", "O", "H", "H", "H", "H", "H", "H", "C", "C", "O", "O", "H", "H", "H", "H", "H", "H", "C", "C", "O", "O", "H", "H", "H", "H", "H", "H", "C", "C", "O", "O", "H", "H", "H", "H", "H", "H", "C", "C", "O", "O", "H", "H", "H", "H", "H", "H", "C", "C", "O", "O", "H", "H", "H", "H", "H", "H", "C", "C", "O", "O", "H", "H", "H", "H", "H", "H", "C", "C", "O", "O", "H", "H", "H", "H", "H", "H", "C", "C", "O", "O", "H", "H", "H", "H", "H", "H", "C", "C", "O", "O", "H", "H", "H", "H", "H", "H", "C", "C", "O", "O", "H", "H", "H", "H", "H", "H", "C", "C", "O", "O", "H", "H", "H", "H", "H", "H", "C", "C", "O", "O", "H", "H", "H", "H", "H", "H"],
  "positions_angstrom": [[-1.508807, -6.843113, 3.486978], [-2.778069, -7.106889, 4.219493], [-2.889324, -6.174651, 5.297546], [-1.656995, -5.686407, 2.605895], [-1.215787, -7.679001, 2.844005], [-0.674546, -6.665844, 4.169752], [-2.738876, -8.126667, 4.627297], [-3.644906, -7.040912, 3.560328], [-3.335226, -6.607448, 6.028646], [-1.078099, -5.023179, 2.995210], [-5.630779, 2.520547, 0.120611], [-4.297519, 3.109434, -0.249321], [-3.230269, 2.280080, 0.254276], [-5.951699, 1.395026, -0.665361], [-6.374250, 3.292108, -0.095978], [-5.671648, 2.274081, 1.187701], [-4.155801, 4.104702, 0.203330], [-4.200606, 3.262006, -1.327654], [-2.383111, 2.416630, -0.207612], [-5.164874, 0.830570, -0.785843], [-1.128309, 3.837633, -3.424132], [-1.153437, 4.062687, -1.930102], [-0.826608, 2.901171, -1.156631], [-2.210716, 3.066069, -3.884283], [-0.173309, 3.464932, -3.814551], [-1.234135, 4.830575, -3.880881], [-2.137545, 4.458776, -1.670792], [-0.403380, 4.838916, -1.722789], [-0.131215, 3.148731, -0.521655], [-1.970080, 2.132949, -3.835967], [-1.439666, 0.500612, 4.063644], [-2.178317, 1.620303, 3.345844], [-3.284079, 1.107604, 2.630227], [-0.151806, 1.020736, 4.504626], [-1.252068, -0.374207, 3.445305], [-1.992746, 0.175209, 4.948596], [-1.487664, 2.139560, 2.673552], [-2.530252, 2.324047, 4.115168], [-3.254008, 1.517627, 1.733881], [-0.365349, 1.760811, 5.084111], [-5.016398, -1.900474, 2.423187], [-4.395631, -2.904028, 1.482577], [-3.498662, -2.246297, 0.617952], [-3.991486, -1.409536, 3.270965], [-5.830632, -2.322440, 3.020261], [-5.424447, -1.086389, 1.812518], [-5.163317, -3.374388, 0.860033], [-3.911467, -3.703411, 2.052859], [-2.638772, -2.065788, 1.028565], [-3.786377, -0.498586, 2.993251], [-0.292257, -1.444421, 0.053127], [0.183767, 0.006234, -0.062562], [0.771068, 0.128897, -1.352378], [-0.820893, -1.853864, 1.297931], [0.604288, -2.029402, -0.212483], [-0.995040, -1.647005, -0.761331], [0.927182, 0.222855, 0.715099], [-0.611409, 0.750815, -0.010416], [1.673530, -0.229364, -1.299877], [-0.169075, -2.390476, 1.777823], [4.699928, -0.852559, -0.555814], [3.874300, -1.934014, -1.179329], [3.038442, -1.402316, -2.183877], [3.860229, 0.123798, 0.047081], [5.272171, -0.371863, -1.359666], [5.440413, -1.259739, 0.144611], [3.206791, -2.393737, -0.442413], [4.487424, -2.743898, -1.579552], [3.510346, -1.318286, -3.020538], [4.237602, 0.989088, -0.124896], [3.008300, -3.346346, 3.120573], [1.955785, -3.954266, 2.254559], [0.656129, -3.624216, 2.780677], [2.841680, -3.877466, 4.419302], [2.870721, -2.259957, 3.144822], [3.991829, -3.547350, 2.677935], [2.033778, -5.044093, 2.267814], [2.045082, -3.570330, 1.242067], [0.741478, -3.846170, 3.719910], [3.130257, -3.212322, 5.049290], [0.411432, 0.207508, -4.727366], [1.167875, 1.328384, -5.384421], [0.358031, 1.970688, -6.368125], [-0.490752, 0.708769, -3.749614], [1.095438, -0.527321, -4.293790], [-0.157726, -0.321448, -5.502395], [2.106190, 0.991222, -5.836341], [1.431181, 2.038185, -4.592964], [0.652814, 2.882275, -6.429554], [-0.196565, 0.406961, -2.876172], [-3.000066, -1.036187, -3.468488], [-3.237028, -0.002311, -2.396177], [-4.099358, -0.498596, -1.391343], [-2.211979, -2.065594, -2.846031], [-2.416571, -0.620566, -4.292774], [-3.974426, -1.424616, -3.773402], [-3.604113, 0.924452, -2.839757], [-2.265371, 0.236379, -1.938680], [-3.633130, -1.224682, -0.936357], [-2.176072, -2.821760, -3.437780], [2.856915, 2.070579, 2.850258], [3.468273, 1.657065, 4.176487], [4.209084, 2.762355, 4.728099], [1.521058, 2.605597, 2.996103], [2.869075, 1.248897, 2.121425], [3.444797, 2.877616, 2.411797], [4.192082, 0.866523, 3.964484], [2.702165, 1.351422, 4.885299], [3.765482, 3.063482, 5.523844], [0.955848, 1.829276, 3.142845], [2.096151, 3.409537, -0.233332], [1.921899, 3.662190, -1.709282], [1.890513, 2.461704, -2.476957], [0.854233, 3.593586, 0.441789], [2.901884, 3.978389, 0.244636], [2.392321, 2.355848, -0.104841], [2.696798, 4.314373, -2.110442], [0.966974, 4.168151, -1.890051], [1.239950, 1.851840, -2.081754], [0.999818, 3.327046, 1.370761], [5.820849, 1.906751, -3.713180], [4.534401, 1.650316, -4.447855], [3.759636, 0.666751, -3.769539], [6.692169, 0.785309, -3.758668], [5.594032, 2.134584, -2.668651], [6.303994, 2.790021, -4.147853], [4.718304, 1.273864, -5.458174], [3.893819, 2.533837, -4.536308], [2.978409, 1.068319, -3.354892], [7.368488, 0.960323, -4.416638]],
  "forces_ev_per_angstrom": [[0.3, 0.8, -1.5], [-0.1, -0.4, 0.9], [0.0, 0.0, -0.1], [0.4, -0.7, 1.0], [-0.3, -0.1, 0.1], [-0.2, -0.1, 0.2], [0.0, 0.0, -0.1], [0.1, 0.1, -0.2], [-0.1, 0.1, 0.0], [-0.2, 0.3, -0.5], [0.0, -0.2, -0.5], [1.1, 0.7, 0.5], [-0.2, -0.3, -0.2], [0.0, 0.2, 0.0], [-0.1, -0.1, 0.1], [0.1, 0.1, 0.1], [-0.3, -0.1, 0.0], [-0.1, -0.4, -0.1], [-0.1, 0.2, -0.3], [-0.1, -0.2, 0.2], [-0.2, 0.3, -0.5], [0.3, -0.1, 0.0], [-1.5, -0.2, -1.4], [-0.2, 0.0, 0.1], [0.0, -0.3, 0.4], [-0.2, 0.0, 0.1], [0.0, -0.1, 0.2], [-0.7, 0.2, 0.2], [-0.3, 0.0, 0.6], [0.4, -0.1, 0.0], [0.4, 0.2, 0.5], [-0.3, -0.4, 0.1], [0.3, 0.5, -0.1], [-0.5, -0.3, -0.2], [0.0, 0.2, -0.2], [-0.1, -0.1, -0.1], [0.0, 0.0, 0.0], [0.1, 0.2, -0.2], [-0.3, -0.2, 0.0], [0.2, 0.0, 0.0], [0.3, 0.2, -0.1], [-0.4, -0.2, 0.1], [0.3, 0.0, -0.6], [-0.2, 0.1, 0.3], [0.1, -0.1, 0.0], [-0.1, 0.0, 0.1], [0.0, 0.1, 0.0], [0.2, 0.1, 0.0], [-0.1, -0.3, 0.4], [0.0, -0.1, 0.0], [0.5, -0.2, -0.6], [-0.3, -0.2, 0.4], [0.4, 0.4, 0.2], [0.2, 0.6, -0.1], [-0.2, -0.1, 0.2], [-0.2, 0.1, 0.2], [0.0, 0.1, 0.0], [-0.1, -0.2, 0.1], [0.0, -0.2, -0.4], [-0.3, 0.0, 0.1], [0.9, 0.4, -0.5], [-0.5, -0.3, -0.1], [-0.5, -0.4, 0.0], [-0.2, -0.2, 0.3], [0.0, -0.1, 0.0], [-0.3, 0.0, 0.2], [0.0, 0.1, 0.1], [0.3, 0.1, 0.1], [0.1, 0.4, 0.1], [0.0, 0.0, 0.0], [0.2, 0.5, -0.3], [-0.7, -0.3, 0.3], [0.5, -0.2, 0.0], [0.1, -0.1, 0.2], [0.0, 0.0, -0.1], [0.1, -0.1, 0.3], [0.2, 0.0, -0.3], [-0.2, -0.1, -0.1], [-0.2, 0.3, 0.1], [0.0, -0.1, 0.1], [-0.3, -0.3, -0.3], [0.4, 0.5, 0.0], [-0.1, -0.1, 0.1], [0.0, 0.0, -0.1], [0.1, 0.1, 0.1], [0.0, 0.0, 0.1], [-0.1, -0.3, -0.1], [0.0, 0.0, -0.1], [-0.1, 0.0, -0.1], [0.0, 0.0, 0.0], [0.3, -0.1, 0.3], [0.7, -0.1, 0.1], [0.1, 0.3, -0.5], [-0.1, 0.0, -0.1], [-0.4, 0.1, -0.1], [0.1, -0.1, -0.2], [-0.4, -0.1, 0.2], [0.0, 0.1, -0.1], [-0.5, 0.0, 0.3], [0.0, 0.0, 0.1], [-0.6, 0.3, -0.2], [0.6, 0.9, -0.3], [-0.2, -0.3, 0.0], [0.6, -0.4, -0.6], [-0.1, -0.1, 0.2], [0.2, 0.0, 0.2], [-0.1, -0.2, 0.3], [-0.1, -0.4, -0.1], [0.0, 0.1, 0.0], [-0.3, 0.2, 0.5], [0.5, -0.8, 0.6], [-0.4, 0.1, -0.6], [0.5, 0.1, 0.1], [1.2, 0.6, 0.7], [-0.3, 0.4, -0.2], [0.0, 0.1, -0.2], [0.2, -0.2, 0.0], [1.0, 0.0, 0.2], [-0.1, 0.1, 0.0], [-0.2, -0.1, 0.2], [0.1, 0.5, -0.2], [-1.1, -0.4, 0.1], [0.1, -0.5, 0.0], [0.0, 0.0, 0.2], [0.0, -0.1, 0.0], [0.0, 0.0, 0.1], [0.2, 0.1, 0.0], [0.4, 0.3, 0.0], [0.4, 0.3, 0.0], [0.0, -0.1, 0.0]]
}